## one
10
Properties=species:S:1:pos:R:3:lowdin_charge:R:1 method="wB97M-V/def2-TZVPD" lumo_energy_ev=-0.1 homo_ha=-0.37757
C 0.41143 1.17606 -0.14908 -0.1098
C 0.56607 -0.33275 -0.26337 -0.6200
C -0.54944 -1.14224 -0.02507 -0.5714
H 1.34025 1.64195 -0.06579 0.0098
H 0.22924 1.58333 1.13452 0.1888
H -0.36705 1.86105 -0.87451 0.1331
H -0.70546 -1.31008 1.20000 0.1443
H -0.54439 -2.38856 -0.62564 0.2175
O 1.65920 -0.89974 -0.16534 0.0552
Cl -2.03986 -0.18902 -0.16571 0.5526



## two
10
Properties=species:S:1:pos:R:3:lowdin_charge:R:1 method="wB97M-V/def2-TZVPD" lumo_energy_ev=0.9 smiles=O[C@@H]1C[C@H]1Cl homo_ha=-0.35248
O 1.57390 -1.02195 -0.06302 0.0296
C 0.38910 -0.41961 -0.51637 -0.3470
C -0.01224 1.02208 -0.12039 -0.0812
C -0.75767 -0.11346 0.35036 -0.7141
Cl -2.41034 -0.54789 -0.11201 0.6028
H 1.59232 -0.77562 0.82803 0.0544
H 0.04805 -0.68441 -1.46652 0.1207
H -0.49234 1.57818 -0.89419 0.1020
H 0.68049 1.43808 0.59837 0.1148
H -0.61125 -0.47541 1.39575 0.1180



Referenced to the most stable arrangement, the calculated values in eV are one 1.963; two 0.000.



## one
13
Properties=species:S:1:pos:R:3:lowdin_charge:R:1 method="wB97M-V/def2-TZVPD" lumo_energy_ev=4.2 total_charge=-1 smiles=C[C@H](N)C[S-] homo_ha=-0.08007
C -0.89417 -0.60937 0.80450 -0.1249
C 0.05922 0.36901 0.14274 -0.6005
N -0.56914 1.18707 -0.93044 0.0068
C 1.42535 -0.19150 -0.13980 -0.7356
S 1.51342 -1.36963 -1.57418 0.0281
H -1.78780 -0.14156 1.23131 0.0577
H -0.40004 -1.39268 1.37858 0.0627
H -1.26897 -1.19942 -0.07198 0.0611
H 0.16301 1.18593 0.93095 0.1197
H -0.87098 0.59105 -1.69337 0.0348
H -1.28853 1.74709 -0.50766 0.0359
H 2.16616 0.59883 -0.30352 0.0291
H 1.75246 -0.77483 0.73289 0.0251



## two
13
Properties=species:S:1:pos:R:3:lowdin_charge:R:1 method="wB97M-V/def2-TZVPD" lumo_energy_ev=4.2 total_charge=-1 homo_ha=-0.08451
C 1.42270 0.74352 1.27498 -0.7371
S -0.35085 0.76852 1.63959 0.0502
H 1.41086 1.47003 0.50016 -0.0439
H 1.95797 -0.20584 1.03036 -0.0005
H 2.02088 1.01618 2.09757 -0.0436
C -1.30385 -0.11838 -1.71833 -0.2102
C 0.50578 -1.51442 -1.04720 -0.1022
N -0.11406 -0.93974 -2.11968 -0.1092
H -1.02798 0.96956 -1.70802 0.0730
H -1.98584 -0.28777 -2.53162 0.0270
H -1.70584 -0.49631 -0.69352 0.0621
H 1.64857 -1.71000 -1.12260 0.0661
H 0.34564 -1.13829 -0.02479 -0.0317



Referenced to the most stable arrangement, the calculated values in eV are one 0.000; two 2.039.



## one
12
Properties=species:S:1:pos:R:3:lowdin_charge:R:1 method="wB97M-V/def2-TZVPD" lumo_energy_ev="0.1 / 0.1" homo_ha="-0.25692 / -0.25687"
C 0.22470 1.32130 0.01172 -0.4527
C -0.76644 2.19603 0.42006 -0.4942
C -1.97595 0.35473 -0.76401 -0.8077
N 1.91927 -2.48178 -0.14334 -0.3899
S -0.35193 -0.16234 -0.73983 0.7360
S -2.35963 1.69692 0.13377 0.9074
S 0.61489 -1.65364 0.92903 0.3207
H 1.24275 1.55430 0.22883 0.0662
H -0.33513 3.10929 0.84386 0.0882
H -2.73078 -0.25889 -1.34305 0.0599
H 2.79107 -2.18438 0.27817 -0.0363
H 1.72718 -3.49154 0.14480 0.0025



## two
12
Properties=species:S:1:pos:R:3:lowdin_charge:R:1 method="wB97M-V/def2-TZVPD" lumo_energy_ev=0.2 homo_ha=-0.32077
C 2.98179 -0.46024 0.60790 -0.8841
C -0.55322 1.29595 -0.54510 -1.0368
C -1.95184 -1.18825 -0.51713 -0.3966
N 3.27857 0.43976 -0.12469 0.1469
S 3.08471 -1.55398 1.71653 0.6834
S -1.46438 1.77943 0.79718 0.6578
S -0.79038 -0.03973 -1.38400 0.7643
H -3.03559 -0.88617 -0.19032 0.0836
H -1.49489 -1.41373 0.45612 0.0268
H -1.95000 -2.15485 -0.94787 0.0022
H -0.95560 3.09440 0.82465 -0.0927
H 2.85082 1.08741 -0.69327 0.0454



Referenced to the most stable arrangement, the calculated values in eV are one 0.233; two 0.000.



## one
22
Properties=species:S:1:pos:R:3:lowdin_charge:R:1 method="wB97M-V/def2-TZVPD" lumo_energy_ev=-0.7 homo_ha=-0.30005
C 3.30140 1.71232 -0.36897 0.0247
C 2.04130 1.29308 -0.16300 -0.3292
C -1.51425 0.48669 -0.09634 -0.1608
C 1.69959 0.17307 0.63456 -0.4909
C -1.01636 -0.72903 -0.30326 -0.4056
C -2.05958 0.98845 1.20249 -0.0943
C -0.96984 -1.77873 0.77123 -0.0843
C -0.56070 -1.17744 -1.65999 -0.0767
Cl 2.54752 -1.23967 0.36273 0.6818
H 3.51839 2.70556 -0.72679 0.0587
H 4.14772 1.10505 -0.09077 0.0472
H 1.21254 1.96014 -0.36710 0.0898
H -1.52311 1.19952 -0.91275 0.1006
H -1.26204 1.42124 1.80782 0.0760
H -2.51760 0.18403 1.77238 0.0678
H -2.80755 1.75967 1.02756 0.0682
H -1.96336 -2.20420 0.92602 0.0861
H -0.62553 -1.35709 1.71146 0.0712
H -0.30015 -2.58628 0.48844 0.0630
H 0.45291 -1.57552 -1.61909 0.0482
H -0.58849 -0.36356 -2.38026 0.0749
H -1.21281 -1.97729 -2.01639 0.0835



## two
22
Properties=species:S:1:pos:R:3:lowdin_charge:R:1 method="wB97M-V/def2-TZVPD" lumo_energy_ev=0.9 homo_ha=-0.31612
C 0.73302 1.63567 -1.26645 -0.0776
C 1.35944 0.67833 -0.31510 -0.1441
C 0.76827 -0.44144 0.13103 -0.2799
C 1.71625 -1.39379 0.87293 -0.0323
C -0.63643 -0.66813 -0.03234 -0.3096
C -1.03340 -1.89373 -0.88669 -0.0299
C -1.44055 0.33621 0.32915 -0.5835
C -1.23969 1.50140 1.19595 -0.1273
Cl -3.21420 0.13132 -0.12783 0.5906
H 0.39807 2.52709 -0.83593 0.0474
H 0.02608 0.93880 -1.74552 0.0865
H 1.60141 1.73954 -2.02172 0.1106
H 2.35362 0.87597 0.02520 0.1003
H 1.64915 -1.22348 1.95320 0.0849
H 2.75180 -1.22509 0.67819 0.0662
H 1.48532 -2.39554 0.74040 0.0405
H -2.00841 -2.13680 -0.50157 0.0381
H -0.39125 -2.71639 -0.58210 0.0765
H -1.12418 -1.63218 -1.90219 0.0710
H -0.27523 1.57155 1.68817 0.0873
H -1.89974 1.41846 2.06395 0.0769
H -1.57933 2.37224 0.53929 0.1074



Referenced to the most stable arrangement, the calculated values in eV are one 2.440; two 0.000.